Here is a cluster of 2 separate species, C5H12S in total at a distorted geometry from the Open Molecules 2025 dataset. Energies are from the ωB97M-V functional and the def2-TZVPD basis.

CARTESIAN COORDINATES (ANGSTROEM)
C: -0.4441 2.0539 -0.3858
S: -0.3213 2.1442 1.4071
C: -1.8522 1.3174 1.9097
H: -1.1569 2.7506 -0.8420
H: -0.8170 1.0512 -0.6090
H: 0.5223 2.1521 -0.8695
H: -2.3802 1.9863 2.5816
H: -2.4775 0.9588 1.0897
H: -1.5665 0.4320 2.4798
C: 1.3187 -2.1126 0.2766
C: 1.5505 -1.5406 -1.0967
C: 0.6156 -1.1087 -1.9221
H: 0.8104 -1.4467 0.9769
H: 0.7797 -3.0617 0.2485
H: 2.2617 -2.3304 0.7804
H: 2.5823 -1.6142 -1.4144
H: 0.9468 -0.8906 -2.9380
H: -0.3723 -0.7411 -1.6729

The calculation puts the LUMO energy at 1.0 eV. The calculation puts the highest occupied orbital energy at -8.413 eV. The calculation puts the energy above the lowest of the compared OMol25 structures with the same formula, charge and spin at 121.49 kJ/mol.



Here is the ion C16H14N2O with charge +2 at a distorted geometry from the Open Molecules 2025 dataset. Energies are from the ωB97M-V functional and the def2-TZVPD basis.

CARTESIAN COORDINATES (ANGSTROEM)
O: -4.7165 -0.9920 4.6739
N: -3.7809 -0.8558 3.6853
C: -3.5629 -1.8795 2.8763
C: -2.6304 -1.7982 1.8709
C: -1.9220 -0.6152 1.7069
C: -0.8573 -0.3985 0.6845
C: -0.9414 0.7464 -0.1290
C: 0.0406 0.9817 -1.0424
N: 1.0957 0.1650 -1.2077
C: 2.1344 0.4789 -2.1615
C: 2.6283 1.7731 -2.1548
C: 3.6392 2.1714 -2.9879
C: 4.1972 1.2398 -3.8646
C: 3.6835 -0.0409 -3.8821
C: 2.6712 -0.4405 -3.0444
C: 1.1580 -0.9416 -0.4577
C: 0.2156 -1.2596 0.4839
C: -2.2039 0.4448 2.5837
C: -3.1355 0.3179 3.5708
H: -4.2951 -0.7401 5.5158
H: -4.1351 -2.7843 3.0746
H: -2.4462 -2.6450 1.2138
H: -1.7940 1.4059 0.0070
H: -0.0329 1.8693 -1.6674
H: 2.2049 2.5064 -1.4652
H: 4.0556 3.1757 -2.9745
H: 5.0165 1.5649 -4.4996
H: 4.1391 -0.7399 -4.5821
H: 2.2900 -1.4623 -3.0543
H: 2.0034 -1.6111 -0.6003
H: 0.3033 -2.1711 1.0707
H: -1.6833 1.3965 2.5022
H: -3.3391 1.1378 4.2551

The calculation puts the LUMO energy at -8.1 eV. The calculation puts the highest occupied orbital energy at -15.298 eV. The total charge is +2.



Here is a cluster of 6 separate species, C16H47N3O6 in total at a distorted geometry from the Open Molecules 2025 dataset. Energies are from the ωB97M-V functional and the def2-TZVPD basis.

CARTESIAN COORDINATES (ANGSTROEM)
O: -7.7067 -20.5284 11.5118
H: -7.5231 -20.3027 10.5999
H: -7.5413 -19.7201 11.9971
C: -4.4312 -23.1873 10.9139
C: -5.0725 -23.7678 9.6884
O: -4.0300 -24.2206 8.7521
H: -5.1843 -22.6289 11.4700
H: -3.6733 -22.4469 10.6578
H: -3.8905 -24.0443 11.3155
H: -5.5457 -22.9242 9.1860
H: -5.9172 -24.4319 9.8715
H: -4.3707 -24.7875 8.0563
C: -4.4889 -19.0806 9.8031
C: -5.5840 -18.4409 8.9041
O: -6.7684 -19.1649 9.0836
H: -3.5256 -18.5712 9.8292
H: -4.2539 -20.0228 9.3079
H: -4.7634 -19.2728 10.8403
H: -5.4277 -18.4991 7.8269
H: -5.7284 -17.3684 9.0348
H: -7.1893 -19.3277 8.2363
C: -9.9740 -16.2585 6.9289
C: -8.3491 -16.2312 7.1532
C: -7.7599 -17.0863 6.0414
O: -7.9420 -18.4781 6.2230
C: -8.3220 -19.2721 5.0903
N: -7.8710 -14.9000 7.2134
H: -10.3220 -16.0787 5.9117
H: -10.4594 -15.4738 7.5093
H: -10.3996 -17.1609 7.3677
H: -8.0671 -16.5886 8.1436
H: -6.7170 -16.8004 5.9042
H: -8.1298 -16.8370 5.0469
H: -7.4947 -19.2695 4.3806
H: -9.1443 -18.8315 4.5265
H: -8.5768 -20.2713 5.4435
H: -6.8644 -14.8178 7.2051
H: -8.1610 -14.5335 6.3181
C: -3.8298 -15.0820 10.5478
C: -4.9633 -14.7754 11.6033
C: -4.6177 -13.6066 12.6148
O: -5.5631 -13.4068 13.5481
C: -5.2309 -12.4932 14.6404
N: -6.1694 -14.4574 10.8146
H: -3.0914 -15.7357 11.0120
H: -3.2736 -14.1895 10.2610
H: -4.2416 -15.5430 9.6500
H: -5.1346 -15.6586 12.2187
H: -4.5684 -12.6777 12.0468
H: -3.6483 -13.7241 13.0991
H: -5.1706 -13.0732 15.5613
H: -6.0277 -11.7806 14.8532
H: -4.2656 -11.9913 14.5745
H: -6.6711 -13.7857 11.3777
H: -6.0521 -13.9369 9.9570
C: -1.2946 -18.9550 7.9510
C: -0.0849 -18.8019 7.0552
C: 1.3356 -19.0451 7.7616
O: 1.6241 -20.4273 7.7279
C: 2.9401 -20.7533 8.1514
N: -0.3833 -19.5569 5.8299
H: -2.1929 -19.1785 7.3754
H: -1.3306 -18.0294 8.5255
H: -1.3642 -19.7893 8.6490
H: -0.0943 -17.7543 6.7541
H: 1.2972 -18.6456 8.7750
H: 2.0888 -18.4899 7.2026
H: 3.6094 -20.0715 7.6266
H: 3.1354 -21.7739 7.8223
H: 3.0991 -20.7068 9.2288
H: 0.4897 -19.4106 5.3435
H: -0.3466 -20.5424 6.0479

The calculation puts the LUMO energy at 0.7 eV. The calculation puts the highest occupied orbital energy at -9.155 eV. The calculation puts the energy above the lowest of the compared OMol25 structures with the same formula, charge and spin at 299.71 kJ/mol.



Here is a cluster of 5 separate species, C18H47N4O6 in total at a distorted geometry from the Open Molecules 2025 dataset. Energies are from the ωB97M-V functional and the def2-TZVPD basis.

CARTESIAN COORDINATES (ANGSTROEM)
C: 26.0526 -20.2882 9.2813
C: 26.5232 -20.8826 10.6213
O: 26.4736 -22.1157 10.7585
O: 26.9137 -20.0338 11.4667
H: 26.8990 -19.7360 8.8585
H: 25.2459 -19.5640 9.4454
H: 25.6743 -21.0095 8.5537
C: 23.5378 -21.0586 5.9441
C: 22.7947 -19.7874 6.3190
C: 23.6902 -18.6642 6.7467
O: 22.9009 -17.5930 7.2407
C: 23.4114 -16.3284 6.8770
N: 22.0211 -19.3707 5.0878
H: 22.8100 -21.8333 5.7175
H: 24.2368 -21.3599 6.7271
H: 24.1380 -20.8486 5.0563
H: 22.0351 -20.0254 7.0705
H: 24.2664 -18.3467 5.8681
H: 24.3614 -19.0237 7.5317
H: 22.7998 -15.5736 7.3638
H: 23.4464 -16.2182 5.7859
H: 24.4453 -16.2046 7.2307
H: 21.7951 -18.3881 5.2251
H: 21.1140 -19.8254 5.1331
C: 31.3872 -20.7935 9.1956
C: 30.9175 -20.6393 10.6410
C: 30.6026 -19.2088 10.9943
O: 30.3390 -19.0786 12.3541
C: 30.7537 -17.8583 12.8945
N: 29.7573 -21.5239 10.9074
H: 30.5890 -20.5650 8.4877
H: 31.7334 -21.8105 9.0062
H: 32.2561 -20.1470 9.0012
H: 31.7074 -21.0301 11.2892
H: 29.8295 -18.7743 10.3483
H: 31.5432 -18.6689 10.7482
H: 31.8345 -17.6785 12.7642
H: 30.4345 -17.8866 13.9313
H: 30.3091 -17.0051 12.3531
H: 29.8881 -22.3667 10.3433
H: 28.9377 -21.1572 10.4122
C: 27.7982 -16.5116 11.3513
C: 26.3011 -16.2247 11.3943
C: 25.7496 -16.1283 9.9679
O: 26.3874 -15.2254 9.0935
C: 26.3925 -13.8802 9.5145
N: 25.6836 -17.2756 12.2019
H: 28.2983 -15.7763 10.6990
H: 27.9794 -17.4197 10.7649
H: 28.2737 -16.5600 12.3224
H: 26.1606 -15.2707 11.9133
H: 24.6558 -15.9814 10.0056
H: 25.8883 -17.1212 9.5266
H: 26.1698 -13.7481 10.5740
H: 25.6144 -13.3176 8.9775
H: 27.3633 -13.4360 9.2988
H: 25.7418 -18.1681 11.6979
H: 24.6855 -17.0838 12.2849
C: 23.3145 -26.2078 7.0701
C: 23.9012 -25.4390 8.2431
C: 23.1728 -24.1201 8.4144
O: 23.7515 -23.3619 9.4250
C: 22.9451 -22.2550 9.7668
N: 23.8023 -26.1990 9.5113
H: 23.5423 -27.2735 7.0673
H: 23.6697 -25.7958 6.1192
H: 22.2220 -26.1280 7.0898
H: 24.9601 -25.1979 8.1233
H: 22.0960 -24.3171 8.5943
H: 23.2103 -23.5539 7.4661
H: 22.0652 -22.6267 10.3076
H: 22.6509 -21.6980 8.8660
H: 23.5380 -21.6040 10.4054
H: 24.0664 -27.1637 9.3497
H: 22.8378 -26.2050 9.8279

The calculation puts the LUMO energy at 2.7 eV. The calculation puts the highest occupied orbital energy at -4.308 eV. The total charge is -1.



Here is a structure of composition C2ErO4 at a distorted geometry from the Open Molecules 2025 dataset. Energies are from the ωB97M-V functional and the def2-TZVPD basis.

CARTESIAN COORDINATES (ANGSTROEM)
O: -4.1076 -0.1883 -0.0490
C: -2.9610 -0.1839 -0.0571
O: -1.7963 -0.0859 0.0143
O: 2.5446 0.6221 -0.9232
C: 3.2077 -0.1245 -0.0734
O: 2.4701 -0.4514 0.9611
Er: 0.6425 0.4119 0.1274

The calculation puts the LUMO energy (spin up / spin down) at -5.1 / -5.8 eV. As for the multiplicity: 4. The calculation puts the highest occupied orbital energy (spin up / spin down) at -13.822 / -10.915 eV. The total charge is +1. Its expectation value of S² is 3.79.



Here is a structure of composition H25MnO14P at a distorted geometry from the Open Molecules 2025 dataset. Energies are from the ωB97M-V functional and the def2-TZVPD basis.

CARTESIAN COORDINATES (ANGSTROEM)
O: 26.7463 12.8259 31.1046
H: 27.0223 12.0863 30.5386
H: 27.4650 13.0730 31.7140
H: 25.8683 12.5635 31.6468
O: 27.4021 9.5640 34.8519
H: 28.1022 9.8637 34.2367
H: 26.5011 9.6199 34.3199
H: 27.4469 10.2079 35.5851
O: 25.4817 13.6316 34.3867
H: 25.0135 13.1233 33.5993
H: 25.2747 13.2472 35.2557
H: 26.4458 13.7230 34.3037
O: 22.8872 10.2672 36.0663
H: 23.5821 10.8290 36.4369
H: 23.0009 9.3183 36.3293
H: 22.8611 10.4253 35.0396
O: 24.9241 9.1714 29.5154
H: 25.8618 9.3927 29.3915
H: 24.4316 9.5076 28.7367
H: 24.5307 9.5145 30.4318
Mn: 21.7969 9.6055 32.1925
P: 24.1462 10.7261 32.8421
O: 25.1327 9.9030 33.6967
O: 24.6538 12.1457 32.3903
O: 22.7617 10.7819 33.5580
O: 23.6557 9.9225 31.5745
O: 22.8910 14.2172 32.2030
H: 23.3791 13.3880 32.2141
H: 22.1865 14.1162 32.8618
O: 25.6735 7.6150 32.4642
H: 26.4168 7.8879 31.9162
H: 25.2573 8.4329 32.7958
O: 21.1186 12.7720 34.2272
H: 21.7230 12.0843 33.9044
H: 21.3940 12.9803 35.1273
O: 23.9416 7.9782 35.2712
H: 24.4493 7.2170 35.5867
H: 24.5270 8.4614 34.6699
O: 21.0977 11.1002 30.8670
H: 20.2913 11.6470 30.8708
H: 21.6809 11.5254 30.2234

The calculation puts the LUMO energy (spin up / spin down) at -13.8 / -13.8 eV. As for the multiplicity: 6. The calculation puts the highest occupied orbital energy (spin up / spin down) at -21.832 / -21.833 eV. The total charge is +4. Its expectation value of S² is 8.75. The calculation puts the energy above the lowest of the compared OMol25 structures with the same formula, charge and spin at 68.22 kJ/mol.



Number 1: total energy -595.83575 Eh. Number 2: total energy -802.22837 Eh. Number 3: total energy -1253.34230 Eh. Number 4: total energy -1384.44093 Eh. Number 5: total energy -1391.91644 Eh. Number 6: total energy -2559.14576 Eh.